This record from OMol25 describes C2H2FHgO2 as an isolated structure in a non-equilibrium geometry. The level of theory is wB97M-V/def2-TZVPD.

Calculated values
Energy above the lowest of the compared OMol25 structures with the same formula, charge and spin, kcal/mol: 0.0
2S+1: 3
<S²>: 2.010
HOMO-LUMO gap (alpha / beta), eV: 5.014 / 6.836
Total charge: -1

Last column: Löwdin charge in e.
Element x y z (Å)
C (-0.32, -0.85, -0.31)  -0.42
C (-0.17, 0.66, -0.38)  -0.55
O (0.91, 1.03, 0.22)  -0.19
O (-0.27, -1.45, 0.75)  -0.24
H (-0.11, -1.39, -1.26)  0.10
F (-0.14, 0.94, -1.85)  -0.14
H (-1.11, 1.15, -0.04)  0.14
Hg (1.20, -0.10, 2.87)  0.31

=====

This record from OMol25 describes a 2-piece molecular cluster, C3H8NS overall. The level of theory is wB97M-V/def2-TZVPD.

Calculated values
Energy above the lowest of the compared OMol25 structures with the same formula, charge and spin, kcal/mol: 20.9
HOMO-LUMO gap, eV: 7.958
Total charge: +1

Last column: Löwdin charge in e.
Element x y z (Å)
C (0.42, -2.43, -0.03)  -0.12
C (0.30, -3.00, -1.21)  0.11
C (0.73, -0.32, 1.11)  0.18
N (0.56, -1.00, 0.05)  0.05
H (0.39, -2.91, 0.94)  0.13
H (0.25, -2.43, -2.13)  0.09
H (0.18, -4.07, -1.30)  0.09
H (0.77, 0.76, 1.02)  0.07
H (0.75, -0.81, 2.07)  0.13
H (0.42, -0.52, -0.84)  0.18
S (-0.85, 2.91, -0.05)  0.51
H (-0.56, 2.53, 1.20)  -0.23
H (-2.10, 2.42, 0.04)  -0.20

=====

This record from OMol25 describes a 2-piece molecular cluster, C4H9O2 overall in a non-equilibrium geometry. The level of theory is wB97M-V/def2-TZVPD.

Calculated values
Energy above the lowest of the compared OMol25 structures with the same formula, charge and spin, kcal/mol: 16.1
HOMO-LUMO gap, eV: 7.520
Total charge: -1

Last column: Löwdin charge in e.
Element x y z (Å)
C (-0.28, -0.76, -1.94)  -0.06
C (-1.58, 0.09, -2.16)  -0.80
O (-2.10, 0.50, -1.09)  -0.13
O (-1.97, 0.33, -3.32)  -0.11
H (-0.45, -1.04, -0.92)  0.01
H (0.54, -0.08, -2.12)  0.06
H (-0.34, -1.67, -2.54)  0.05
C (0.77, 0.78, 2.33)  -0.19
C (0.77, -0.18, 1.17)  -0.18
H (0.66, 1.84, 2.13)  0.06
H (0.00, 0.56, 3.08)  0.06
H (1.64, 0.64, 2.99)  0.05
H (1.31, 0.24, 0.33)  0.05
H (1.28, -1.12, 1.33)  0.07
H (-0.23, -0.13, 0.74)  0.04

=====

This record from OMol25 describes C51H41F3I2MoN7OSb as an isolated structure in a non-equilibrium geometry. The level of theory is wB97M-V/def2-TZVPD.

Calculated values
Energy above the lowest of the compared OMol25 structures with the same formula, charge and spin, kcal/mol: 0.0
HOMO-LUMO gap (alpha / beta), eV: 6.517 / 6.597
Total charge: +2

Last column: Löwdin charge in e.
Element x y z (Å)
Mo (1.27, -1.62, 0.70)  1.72
I (2.45, -5.17, -6.14)  0.96
C (2.33, -4.42, -4.21)  -0.73
C (3.15, -4.95, -3.21)  -0.20
C (3.05, -4.45, -1.92)  -0.64
I (4.23, -5.23, -0.39)  0.97
C (2.16, -3.43, -1.64)  -0.39
O (2.02, -2.94, -0.36)  -0.36
C (1.37, -2.88, -2.63)  -0.15
C (0.52, -1.65, -2.40)  -0.14
N (-0.12, -1.53, -1.06)  -0.12
C (-1.25, -2.48, -0.89)  -0.09
C (-1.10, -3.42, 0.27)  -0.22
C (-1.94, -4.52, 0.39)  0.01
C (-1.80, -5.38, 1.45)  -0.01
C (-0.78, -5.15, 2.37)  -0.02
C (0.02, -4.05, 2.20)  -0.09
N (-0.15, -3.17, 1.19)  -0.03
C (1.45, -3.40, -3.92)  -0.10
H (3.85, -5.75, -3.44)  0.09
H (-0.26, -1.60, -3.17)  0.12
H (1.14, -0.76, -2.52)  0.09
H (-0.53, -0.60, -1.04)  0.03
H (-1.38, -3.07, -1.80)  0.15
H (-2.17, -1.90, -0.76)  0.10
H (-2.70, -4.68, -0.37)  0.14
H (-2.45, -6.24, 1.56)  0.13
H (-0.60, -5.81, 3.20)  0.12
H (0.83, -3.86, 2.88)  0.11
H (0.82, -2.99, -4.70)  0.11
C (2.96, 5.14, 2.70)  -0.02
C (2.31, 3.81, 2.40)  -0.25
C (1.30, 3.28, 3.19)  -0.03
C (0.75, 2.04, 2.93)  0.00
C (1.16, 1.28, 1.84)  -0.20
N (0.63, -0.02, 1.60)  -0.13
C (-0.23, -0.54, 2.64)  -0.29
C (-1.59, -0.24, 2.66)  -0.01
C (-2.36, -0.58, 3.75)  0.00
C (-1.80, -1.23, 4.86)  -0.23
C (-2.64, -1.55, 6.07)  -0.02
C (-0.45, -1.57, 4.81)  0.04
C (0.33, -1.22, 3.72)  -0.15
N (1.71, -1.59, 3.71)  -0.05
C (2.55, -1.81, 4.74)  -0.01
C (3.77, -2.20, 4.23)  -0.01
C (3.60, -2.18, 2.84)  -0.08
N (2.36, -1.81, 2.53)  -0.09
C (2.16, 1.82, 1.02)  -0.14
C (2.73, 3.05, 1.31)  0.02
N (2.65, 1.11, -0.12)  -0.06
C (3.34, 1.66, -1.15)  -0.06
C (3.91, 0.64, -1.87)  -0.01
C (3.52, -0.52, -1.21)  -0.11
N (2.75, -0.25, -0.16)  -0.04
H (2.41, 5.68, 3.48)  0.08
H (3.98, 4.99, 3.06)  0.09
H (3.01, 5.77, 1.82)  0.09
H (0.95, 3.84, 4.05)  0.13
H (-0.03, 1.67, 3.57)  0.12
H (-2.02, 0.30, 1.82)  0.11
H (-3.42, -0.34, 3.76)  0.13
H (-3.02, -0.62, 6.51)  0.10
H (-3.50, -2.17, 5.81)  0.10
H (-2.06, -2.07, 6.84)  0.08
H (-0.02, -2.13, 5.63)  0.13
H (2.23, -1.66, 5.77)  0.14
H (4.66, -2.45, 4.79)  0.12
H (4.30, -2.41, 2.06)  0.11
H (3.54, 3.42, 0.70)  0.13
H (3.36, 2.72, -1.30)  0.14
H (4.52, 0.73, -2.75)  0.12
H (3.77, -1.54, -1.46)  0.12
F (-1.09, 4.63, -7.66)  0.09
C (-0.95, 4.08, -6.45)  -0.28
C (-1.39, 4.80, -5.35)  0.01
C (-1.25, 4.23, -4.09)  -0.10
C (-0.69, 2.96, -3.94)  -0.41
C (-0.24, 2.28, -5.07)  -0.15
C (-0.37, 2.84, -6.34)  0.00
Sb (-0.43, 2.02, -2.06)  1.53
C (-1.42, 3.39, -0.76)  -0.40
C (-2.72, 3.83, -1.01)  -0.12
C (-3.37, 4.69, -0.13)  0.01
C (-2.70, 5.09, 1.01)  -0.28
F (-3.32, 5.90, 1.87)  0.09
C (-1.41, 4.68, 1.30)  0.01
C (-0.77, 3.83, 0.40)  -0.12
C (-2.15, 0.71, -2.18)  -0.39
C (-2.57, 0.11, -3.37)  -0.10
C (-3.64, -0.77, -3.39)  0.02
C (-4.30, -1.05, -2.21)  -0.29
F (-5.33, -1.90, -2.23)  0.08
C (-3.93, -0.47, -1.01)  -0.02
C (-2.85, 0.40, -1.01)  -0.16
H (-1.82, 5.78, -5.49)  0.13
H (-1.58, 4.79, -3.23)  0.09
H (0.24, 1.31, -4.98)  0.09
H (-0.03, 2.32, -7.23)  0.13
H (-3.25, 3.50, -1.90)  0.11
H (-4.37, 5.04, -0.32)  0.13
H (-0.92, 5.02, 2.20)  0.12
H (0.24, 3.51, 0.62)  0.06
H (-2.07, 0.35, -4.30)  0.10
H (-3.98, -1.23, -4.31)  0.13
H (-4.50, -0.70, -0.11)  0.13
H (-2.57, 0.89, -0.07)  0.08

=====

This record from OMol25 describes one molecule with the formula C4H4BrFO in a non-equilibrium geometry. The level of theory is wB97M-V/def2-TZVPD.

Calculated values
Energy above the lowest of the compared OMol25 structures with the same formula, charge and spin, kcal/mol: 0.0
2S+1: 3
<S²>: 2.016
HOMO-LUMO gap (alpha / beta), eV: 9.013 / 8.495

Last column: Löwdin charge in e.
Element x y z (Å)
C (-0.27, -0.52, -1.06)  -0.49
C (-0.43, 0.03, 1.44)  -0.05
C (0.46, -0.03, 0.24)  -0.36
C (0.54, -0.20, -2.24)  -0.46
O (-1.25, -1.20, -0.93)  0.12
F (1.02, 1.23, 0.00)  -0.05
Br (0.45, 1.29, -3.18)  0.82
H (0.13, 0.75, 2.28)  0.14
H (-1.45, 0.41, 1.17)  0.09
H (-0.45, -1.04, 1.92)  0.11
H (1.25, -0.72, 0.36)  0.13

=====

This record from OMol25 describes one molecule with the formula C4H5N3OS in a non-equilibrium geometry. The level of theory is wB97M-V/def2-TZVPD.

Calculated values
Energy above the lowest of the compared OMol25 structures with the same formula, charge and spin, kcal/mol: 84.7
HOMO-LUMO gap, eV: 9.303
SMILES: NNC(=O)c1cncs1

Last column: Löwdin charge in e.
Element x y z (Å)
N (2.96, -0.74, -0.06)  -0.05
N (1.45, -0.79, -0.01)  -0.09
C (0.77, 0.46, -0.02)  -0.58
O (1.26, 1.52, -0.19)  0.09
C (-0.63, 0.20, -0.02)  -0.47
C (-1.48, 1.27, 0.00)  -0.16
N (-2.75, 0.88, 0.04)  0.01
C (-2.83, -0.48, -0.11)  -0.50
S (-1.43, -1.30, -0.11)  1.12
H (3.22, 0.30, -0.50)  0.13
H (3.29, -0.69, 1.05)  0.13
H (0.96, -1.80, -0.25)  0.16
H (-1.13, 2.28, 0.03)  0.13
H (-3.68, -1.11, 0.15)  0.07

=====

This record from OMol25 describes one molecule with the formula C19H18ClNO6S in a non-equilibrium geometry. The level of theory is wB97M-V/def2-TZVPD.

Calculated values
Energy above the lowest of the compared OMol25 structures with the same formula, charge and spin, kcal/mol: 0.0
HOMO-LUMO gap, eV: 9.294
SMILES: O=C(COC(=O)[C@H]1C[C@@H](O)CN1S(=O)(=O)c1ccc(Cl)cc1)c1ccccc1

Last column: Löwdin charge in e.
Element x y z (Å)
O (-1.21, -2.40, -2.12)  0.11
C (-0.73, -2.48, -1.01)  -0.32
C (0.68, -3.07, -0.85)  -0.05
O (1.53, -2.27, -0.04)  0.02
C (2.28, -1.35, -0.62)  -0.42
O (2.37, -1.19, -1.82)  0.12
C (2.95, -0.45, 0.41)  -0.20
C (4.40, -0.09, 0.09)  -0.03
C (4.31, 1.18, -0.76)  -0.34
O (4.24, 0.92, -2.13)  -0.02
C (3.04, 1.88, -0.22)  -0.10
N (2.22, 0.81, 0.31)  -0.19
S (1.05, 1.17, 1.44)  0.69
O (1.32, 2.45, 2.03)  -0.27
O (0.89, 0.04, 2.30)  -0.27
C (-0.44, 1.33, 0.44)  -0.24
C (-0.47, 0.94, -0.88)  -0.05
C (-1.65, 1.06, -1.60)  -0.09
C (-2.78, 1.58, -0.97)  -0.68
Cl (-4.25, 1.71, -1.85)  0.70
C (-2.74, 1.98, 0.35)  -0.10
C (-1.56, 1.85, 1.06)  -0.05
C (-1.45, -2.08, 0.21)  -0.15
C (-2.74, -1.55, 0.04)  -0.02
C (-3.47, -1.13, 1.13)  -0.08
C (-2.93, -1.22, 2.40)  -0.07
C (-1.66, -1.76, 2.58)  -0.07
C (-0.93, -2.19, 1.50)  -0.03
H (1.12, -3.17, -1.86)  0.14
H (0.62, -4.05, -0.37)  0.15
H (2.80, -0.88, 1.40)  0.15
H (4.94, 0.11, 1.02)  0.13
H (4.91, -0.89, -0.45)  0.13
H (5.19, 1.82, -0.63)  0.15
H (3.55, 0.25, -2.29)  0.07
H (2.51, 2.39, -1.03)  0.14
H (3.27, 2.60, 0.57)  0.12
H (0.41, 0.54, -1.36)  0.11
H (-1.70, 0.74, -2.63)  0.12
H (-3.62, 2.39, 0.82)  0.11
H (-1.48, 2.16, 2.09)  0.12
H (-3.14, -1.49, -0.96)  0.12
H (-4.46, -0.73, 0.99)  0.11
H (-3.49, -0.88, 3.26)  0.11
H (-1.24, -1.83, 3.57)  0.11
H (0.06, -2.60, 1.66)  0.11

=====

This record from OMol25 describes a 5-piece molecular cluster, C8H8Cl12F5O8PS2 overall in a non-equilibrium geometry. The level of theory is wB97M-V/def2-TZVPD.

Calculated values
HOMO-LUMO gap, eV: 9.055
SMILES: O=S1(=O)OC[C@@](P(O)O)(S(=O)(=O)C(F)(F)C(F)(F)F)O1.ClC(Cl)Cl.ClC(Cl)Cl.ClC(Cl)Cl.ClC(Cl)Cl

Last column: Löwdin charge in e.
Element x y z (Å)
O (1.26, -3.14, 1.45)  -0.21
S (0.27, -2.93, 0.46)  0.64
O (-0.94, -3.66, 0.51)  -0.19
O (0.81, -2.84, -1.08)  -0.16
C (1.32, -1.51, -1.23)  -0.19
C (0.35, -0.53, -0.46)  -0.59
P (1.61, 0.55, 0.53)  1.00
O (0.84, 1.74, 1.45)  -0.33
O (2.63, 1.37, -0.56)  -0.29
S (-0.73, 0.55, -1.48)  0.79
O (-0.42, 1.95, -1.28)  -0.28
O (-0.39, 0.24, -2.86)  -0.28
C (-2.55, 0.21, -1.32)  -0.45
F (-2.93, -0.72, -2.20)  0.12
F (-3.17, 1.35, -1.72)  0.05
C (-3.07, -0.08, 0.13)  -0.55
F (-3.13, -1.39, 0.35)  0.19
F (-2.34, 0.54, 1.06)  0.19
F (-4.32, 0.39, 0.23)  0.16
O (-0.22, -1.35, 0.53)  -0.22
H (2.21, -1.50, -0.55)  0.10
H (1.59, -1.18, -2.25)  0.15
H (1.52, 2.45, 1.57)  -0.04
H (2.75, 0.86, -1.38)  0.06
Cl (4.96, -6.51, 1.76)  0.53
C (3.72, -5.50, 1.00)  -1.56
Cl (4.45, -4.07, 0.26)  0.52
Cl (2.82, -6.43, -0.20)  0.53
H (3.03, -5.17, 1.77)  0.00
Cl (3.30, 5.16, -2.46)  0.53
C (1.85, 4.81, -1.50)  -1.54
Cl (2.28, 4.52, 0.19)  0.56
Cl (0.69, 6.12, -1.63)  0.54
H (1.40, 3.90, -1.89)  0.00
Cl (2.98, 0.40, 5.61)  0.53
C (2.15, 1.90, 5.18)  -1.53
Cl (2.95, 2.67, 3.81)  0.54
Cl (0.46, 1.57, 4.80)  0.54
H (2.19, 2.57, 6.03)  0.01
Cl (-8.13, 0.91, -2.61)  0.53
C (-6.41, 0.55, -2.41)  -1.54
Cl (-6.07, -1.12, -2.87)  0.55
Cl (-5.42, 1.67, -3.35)  0.57
H (-6.16, 0.67, -1.36)  -0.01